Entry 1:
{"formula": "C3H6N2O6S", "method": "wB97M-V/def2-TZVPD", "charge": 0, "multiplicity": 1, "species": ["C", "C", "C", "N", "N", "O", "O", "O", "O", "O", "O", "S", "H", "H", "H", "H", "H", "H"], "positions_angstrom": [[-0.445745, 1.823830, 0.506935], [0.844349, -1.737063, -0.254925], [-1.757486, -0.206239, -1.326788], [-2.332583, -1.412794, -1.483059], [-1.630274, 0.692748, -2.432405], [-1.724676, -2.266605, -0.806610], [-3.423811, -1.604538, -1.975674], [-2.312240, 0.534211, -3.400887], [-0.867397, 1.602328, -2.244085], [0.251549, 0.696346, 0.038333], [-1.351046, -0.822928, 1.105321], [-0.570529, -0.664780, -0.094033], [0.263620, 2.229386, 1.295767], [-0.796274, 2.495563, -0.265840], [-1.286837, 1.540205, 1.124834], [1.747208, -1.196669, -0.068366], [0.963813, -2.631541, 0.321815], [0.867261, -2.072894, -1.276710]], "atomic_forces_ev_per_a": [[0.4344, 1.1575, 2.6938], [0.5772, 0.1315, -1.2880], [2.2265, 0.5515, -0.5295], [-3.2393, -0.8976, -0.2812], [-0.4042, -0.4801, 1.2266], [0.5538, -1.7521, -0.1946], [0.7122, -0.1442, -0.3880], [-0.6223, -0.3598, -0.9751], [1.1407, 1.2354, -0.3431], [0.6219, -1.6092, -0.8381], [1.0025, -0.1056, 0.4818], [-1.3151, 1.7324, 1.7241], [-0.7751, 0.2613, -1.3821], [0.5577, 0.0566, -0.0999], [-0.4261, -0.3709, -0.0955], [0.2763, 0.9274, 0.0416], [-1.2646, -0.3342, 0.8430], [-0.0565, 0.0002, -0.5958]]}

---

Entry 2:
{"formula": "C6H7N", "method": "wB97M-V/def2-TZVPD", "charge": 0, "smiles": "C#C/C=C/C.C#N", "multiplicity": 1, "species": ["C", "C", "C", "C", "C", "H", "H", "H", "H", "H", "H", "C", "N", "H"], "positions_angstrom": [[-2.304196, 0.295712, -0.927242], [-1.234582, 0.804153, -0.671644], [0.061996, 1.212086, -0.290343], [0.882036, 0.312366, 0.244490], [2.276725, 0.573854, 0.690719], [-3.290677, 0.130727, -1.257391], [0.330298, 2.247409, -0.464709], [0.529935, -0.729635, 0.386314], [2.378874, 0.342438, 1.751882], [2.567116, 1.611945, 0.526695], [2.968612, -0.075377, 0.152591], [-1.741374, -2.167305, -0.075559], [-0.683300, -2.294681, 0.352541], [-2.741464, -2.263691, -0.418343]], "atomic_forces_ev_per_a": [[0.8497, 1.4691, -0.1113], [-1.4326, -0.6995, -0.2801], [0.3001, 0.0192, 0.0463], [0.2077, -0.7106, 0.2764], [0.0146, 0.2292, -0.0446], [-0.4005, -0.3197, -0.0586], [0.1592, -0.0048, 0.0721], [0.2743, 1.0192, -0.1707], [0.0488, -0.0077, 0.0323], [0.0446, -0.0064, 0.0179], [0.0572, -0.0147, 0.0090], [0.5837, -0.9467, 0.4814], [-0.5819, -0.2573, -0.1559], [-0.1250, 0.2307, -0.1143]]}

---

| no. | electronic energy (eV) | HOMO-LUMO gap (eV) |
| --- | --- | --- |
| 1 | -29298.706 | 9.82 |
| 2 | -7821.946 | 9.88 |